# 1
{"formula": "C21H30N4O3S", "method": "ωB97M-V/def2-TZVPD", "elements": ["C", "C", "C", "C", "C", "C", "C", "C", "H", "H", "H", "H", "S", "O", "O", "N", "C", "H", "C", "N", "C", "O", "C", "H", "H", "C", "N", "C", "C", "C", "N", "C", "H", "H", "H", "C", "H", "H", "H", "C", "H", "H", "H", "H", "H", "C", "H", "C", "H", "H", "H", "H", "H", "H", "H", "H", "H", "H", "H"], "coordinates": [[-5.947, -1.968, 0.174], [-4.904, -0.895, 0.197], [-4.205, -0.627, 1.369], [-3.239, 0.363, 1.415], [-2.977, 1.087, 0.270], [-3.657, 0.839, -0.904], [-4.629, -0.152, -0.958], [-5.367, -0.415, -2.233], [-5.214, -1.443, -2.561], [-6.437, -0.270, -2.092], [-5.025, 0.254, -3.017], [-3.419, 1.436, -1.771], [-1.719, 2.352, 0.332], [-1.942, 3.207, 1.460], [-1.606, 2.963, -0.967], [-0.380, 1.394, 0.694], [0.113, 0.642, -0.436], [-0.751, 0.291, -1.003], [1.028, 1.471, -1.352], [2.071, 2.096, -0.569], [3.411, 1.971, -0.674], [4.160, 2.521, 0.120], [4.002, 1.112, -1.780], [3.286, 0.826, -2.544], [4.802, 1.691, -2.242], [4.621, -0.148, -1.153], [3.629, -0.942, -0.484], [3.366, -1.024, 0.845], [2.286, -1.881, 0.976], [1.962, -2.259, -0.346], [2.779, -1.678, -1.207], [0.872, -3.172, -0.783], [1.027, -4.168, -0.371], [0.864, -3.233, -1.867], [-0.095, -2.808, -0.435], [1.577, -2.315, 2.212], [1.491, -3.401, 2.237], [0.569, -1.898, 2.241], [2.111, -1.990, 3.102], [4.171, -0.314, 1.872], [5.173, -0.742, 1.938], [4.268, 0.744, 1.636], [3.696, -0.410, 2.845], [5.072, -0.760, -1.939], [5.386, 0.144, -0.431], [1.528, 2.919, 0.499], [2.363, 3.372, 1.034], [0.678, 2.056, 1.430], [0.200, 2.672, 2.192], [1.293, 1.286, 1.905], [0.896, 3.700, 0.062], [1.437, 0.809, -2.112], [0.428, 2.255, -1.828], [0.662, -0.221, -0.051], [-2.694, 0.588, 2.317], [-4.424, -1.201, 2.257], [-6.917, -1.551, -0.092], [-6.031, -2.448, 1.145], [-5.700, -2.727, -0.569]], "nbo_charge": [-0.64, -0.01, -0.21, -0.17, -0.35, -0.20, 0.06, -0.65, 0.22, 0.22, 0.22, 0.24, 2.31, -0.94, -0.95, -0.67, -0.24, 0.22, -0.24, -0.43, 0.69, -0.66, -0.50, 0.22, 0.24, -0.20, -0.18, 0.18, -0.15, 0.14, -0.30, -0.64, 0.22, 0.23, 0.21, -0.63, 0.22, 0.21, 0.22, -0.67, 0.22, 0.26, 0.23, 0.22, 0.23, -0.25, 0.26, -0.24, 0.24, 0.21, 0.21, 0.22, 0.22, 0.23, 0.23, 0.21, 0.22, 0.22, 0.22], "charge": 0, "de_lowest_kj_mol": 93.1, "spin_multiplicity": 1, "max_force_ev_per_a": 1.16, "gap_ev": 9.2, "smiles": "Cc1ccc(S(=O)(=O)N2CCN(C(=O)CCn3nc(C)c(C)c3C)CC2)cc1C", "e_homo_ev": -8.6}

***

# 2
{"formula": "C31H88ClCuN18O15", "method": "ωB97M-V/def2-TZVPD", "elements": ["Cu", "Cl", "C", "O", "N", "N", "H", "H", "H", "H", "C", "O", "N", "N", "H", "H", "H", "H", "C", "O", "N", "N", "H", "H", "H", "H", "C", "O", "N", "N", "H", "H", "H", "H", "C", "O", "N", "N", "H", "H", "H", "H", "C", "O", "N", "N", "H", "H", "H", "H", "C", "O", "N", "N", "H", "H", "H", "H", "C", "O", "C", "C", "N", "C", "C", "O", "C", "H", "H", "H", "H", "H", "H", "H", "H", "H", "H", "H", "H", "H", "H", "H", "C", "O", "C", "C", "N", "C", "C", "O", "C", "H", "H", "H", "H", "H", "H", "H", "H", "H", "H", "H", "H", "H", "H", "H", "C", "O", "C", "C", "N", "C", "C", "O", "C", "H", "H", "H", "H", "H", "H", "H", "H", "H", "H", "H", "H", "H", "H", "H", "C", "O", "C", "C", "N", "C", "C", "O", "C", "H", "H", "H", "H", "H", "H", "H", "H", "H", "H", "H", "H", "H", "H", "H"], "coordinates": [[15.276, 19.390, 16.580], [14.827, 17.356, 17.487], [13.824, 20.615, 18.755], [14.852, 20.625, 18.067], [13.721, 21.497, 19.749], [12.677, 19.907, 18.434], [12.961, 21.428, 20.400], [14.492, 22.090, 19.846], [12.897, 18.873, 18.308], [12.114, 19.872, 19.277], [19.677, 15.542, 16.670], [19.123, 16.617, 16.633], [20.030, 14.930, 17.840], [20.075, 14.739, 15.570], [19.570, 15.278, 18.674], [20.423, 14.004, 17.780], [20.625, 13.892, 15.597], [20.294, 15.299, 14.784], [12.075, 19.146, 22.045], [13.164, 19.112, 21.475], [11.036, 18.286, 21.711], [11.826, 20.081, 22.987], [10.219, 18.144, 22.294], [11.437, 17.582, 21.143], [12.587, 20.644, 23.313], [11.116, 20.006, 23.715], [18.753, 20.141, 17.463], [18.647, 20.708, 16.390], [19.729, 19.267, 17.584], [17.826, 20.175, 18.506], [20.088, 18.937, 16.675], [19.697, 18.553, 18.275], [18.061, 19.631, 19.352], [17.156, 20.879, 18.732], [12.245, 15.604, 19.716], [11.673, 16.676, 19.669], [11.846, 14.482, 19.025], [13.334, 15.464, 20.549], [12.146, 13.588, 19.343], [10.913, 14.668, 18.797], [13.980, 14.656, 20.622], [13.641, 16.335, 20.979], [12.383, 18.644, 15.000], [13.486, 19.270, 15.117], [11.248, 19.285, 14.414], [12.252, 17.302, 15.335], [11.434, 20.173, 14.003], [10.512, 18.653, 14.001], [13.011, 17.029, 16.017], [11.342, 16.937, 15.647], [17.186, 17.339, 21.865], [17.969, 16.501, 21.438], [17.366, 17.966, 23.063], [15.980, 17.606, 21.230], [18.144, 17.728, 23.658], [17.040, 18.915, 23.116], [15.976, 17.346, 20.269], [15.340, 18.316, 21.495], [15.158, 23.600, 12.109], [14.438, 22.946, 13.187], [15.012, 23.099, 14.467], [14.632, 21.936, 15.353], [15.713, 20.980, 15.433], [16.164, 20.655, 14.060], [16.881, 19.340, 13.937], [16.089, 18.373, 14.553], [16.511, 17.097, 14.347], [16.073, 23.059, 12.081], [15.466, 24.662, 12.389], [14.583, 23.470, 11.153], [14.762, 24.074, 14.953], [16.129, 23.184, 14.367], [13.749, 21.432, 14.919], [14.355, 22.352, 16.344], [16.559, 21.411, 15.849], [16.764, 21.495, 13.744], [15.257, 20.668, 13.424], [17.825, 19.439, 14.481], [17.124, 19.171, 12.821], [16.201, 16.818, 13.284], [16.025, 16.362, 14.983], [17.588, 17.005, 14.514], [28.079, 19.963, 14.188], [27.116, 20.927, 14.445], [25.870, 20.311, 14.373], [24.688, 21.272, 14.683], [23.438, 20.611, 14.971], [23.222, 20.200, 16.374], [23.201, 18.716, 16.604], [22.110, 18.119, 15.979], [22.392, 17.533, 14.709], [29.088, 20.408, 14.109], [27.843, 19.504, 13.229], [28.150, 19.194, 14.973], [25.952, 19.572, 15.176], [25.809, 19.687, 13.418], [24.498, 21.939, 13.850], [24.972, 21.856, 15.593], [22.686, 20.939, 14.425], [22.272, 20.542, 16.700], [24.005, 20.730, 16.895], [23.110, 18.405, 17.664], [24.143, 18.244, 16.156], [23.469, 17.302, 14.556], [22.157, 18.164, 13.869], [22.012, 16.579, 14.589], [19.012, 24.000, 25.795], [20.176, 23.786, 25.044], [20.526, 22.409, 25.066], [21.265, 22.204, 23.790], [20.511, 22.536, 22.611], [19.341, 21.667, 22.324], [18.227, 22.450, 21.564], [17.562, 23.186, 22.554], [16.493, 24.021, 22.239], [19.200, 23.494, 26.751], [18.139, 23.585, 25.259], [18.849, 25.069, 25.870], [19.661, 21.687, 25.079], [21.072, 22.227, 26.037], [21.603, 21.184, 23.584], [22.150, 22.910, 23.763], [20.173, 23.478, 22.716], [18.876, 21.327, 23.259], [19.752, 20.768, 21.832], [17.589, 21.678, 21.064], [18.665, 23.112, 20.770], [15.906, 24.097, 23.181], [15.828, 23.711, 21.423], [16.837, 25.032, 21.967], [14.781, 13.693, 17.408], [15.058, 13.690, 18.827], [16.405, 14.127, 19.076], [17.221, 12.848, 19.144], [16.524, 11.967, 20.024], [17.009, 10.659, 20.180], [15.956, 9.586, 20.376], [14.906, 9.949, 21.269], [15.260, 10.100, 22.726], [13.738, 13.341, 17.357], [15.469, 13.155, 16.790], [14.901, 14.725, 17.059], [16.361, 14.661, 20.047], [16.862, 14.796, 18.296], [18.254, 13.054, 19.442], [17.323, 12.427, 18.140], [15.526, 12.056, 19.787], [17.667, 10.606, 21.004], [17.695, 10.366, 19.372], [16.416, 8.665, 20.747], [15.477, 9.403, 19.404], [15.535, 9.115, 23.057], [14.316, 10.383, 23.143], [16.026, 10.879, 22.875]], "mulliken_spin": [0.76, 0.06, 0.00, 0.07, 0.00, 0.00, 0.00, 0.00, 0.00, 0.00, 0.00, 0.00, 0.00, 0.00, 0.00, 0.00, 0.00, 0.00, 0.00, 0.00, 0.00, 0.00, 0.00, 0.00, 0.00, 0.00, 0.00, 0.00, 0.00, 0.00, 0.00, 0.00, 0.00, 0.00, 0.00, 0.00, 0.00, 0.00, 0.00, 0.00, 0.00, 0.00, 0.00, 0.01, 0.00, 0.00, 0.00, 0.00, 0.00, 0.00, 0.00, 0.00, 0.00, 0.00, 0.00, 0.00, 0.00, 0.00, 0.00, 0.00, 0.01, -0.01, 0.08, 0.01, 0.00, 0.01, 0.00, 0.00, 0.00, 0.00, 0.00, 0.00, 0.00, 0.00, 0.00, 0.01, 0.00, 0.00, 0.00, 0.00, 0.00, 0.00, 0.00, 0.00, 0.00, 0.00, 0.00, 0.00, 0.00, 0.00, 0.00, 0.00, 0.00, 0.00, 0.00, 0.00, 0.00, 0.00, 0.00, 0.00, 0.00, 0.00, 0.00, 0.00, 0.00, 0.00, 0.00, 0.00, 0.00, 0.00, 0.00, 0.00, 0.00, 0.00, 0.00, 0.00, 0.00, 0.00, 0.00, 0.00, 0.00, 0.00, 0.00, 0.00, 0.00, 0.00, 0.00, 0.00, 0.00, 0.00, 0.00, 0.00, 0.00, 0.00, 0.00, 0.00, 0.00, 0.00, 0.00, 0.00, 0.00, 0.00, 0.00, 0.00, 0.00, 0.00, 0.00, 0.00, 0.00, 0.00, 0.00, 0.00, 0.00, 0.00], "charge": 1, "s2": 0.752, "spin_multiplicity": 2, "max_force_ev_per_a": 3.22, "gap_ev": [8.1, 6.4], "e_homo_ev": [-9.8, -9.8]}

***

# 3
{"formula": "C11H14BNaO3", "method": "ωB97M-V/def2-TZVPD", "elements": ["C", "C", "O", "B", "O", "C", "C", "C", "O", "C", "C", "C", "C", "C", "C", "H", "H", "H", "H", "H", "H", "H", "H", "H", "H", "H", "H", "H", "H", "Na"], "coordinates": [[-1.332, 2.635, 2.198], [-1.941, 1.164, 1.994], [-3.135, 1.014, 1.166], [-2.968, -0.384, 0.624], [-1.544, -0.832, 0.816], [-0.894, 0.454, 0.989], [0.677, 0.481, 1.305], [1.405, 0.853, -0.130], [1.815, 2.051, -0.439], [1.506, -0.399, -1.149], [2.880, -1.100, -1.268], [2.937, -2.344, -2.225], [1.625, -2.766, -2.953], [0.267, -2.029, -2.827], [0.208, -0.805, -1.884], [-0.610, 2.950, 1.350], [-0.711, 2.613, 3.162], [-2.191, 3.385, 2.210], [-2.238, 0.543, 2.918], [-3.209, -0.562, -0.531], [-3.801, -0.976, 1.247], [-1.058, 1.029, -0.007], [0.995, 1.174, 2.172], [1.005, -0.600, 1.552], [3.803, -0.746, -0.682], [3.916, -2.915, -2.325], [1.642, -3.685, -3.646], [-0.677, -2.378, -3.380], [-0.776, -0.227, -1.737], [2.406, 2.398, 1.479]], "nbo_charge": [-0.65, 0.08, -0.72, 0.41, -0.72, 0.08, -0.55, 0.61, -0.67, -0.17, -0.22, -0.22, -0.21, -0.20, -0.17, 0.18, 0.19, 0.25, 0.20, -0.14, -0.12, 0.17, 0.15, 0.28, 0.22, 0.23, 0.23, 0.25, 0.28, 0.97], "charge": 0, "de_lowest_kj_mol": 0.0, "spin_multiplicity": 1, "max_force_ev_per_a": 5.30, "gap_ev": 4.6, "e_homo_ev": -6.4}